[1]
24
Properties=species:S:1:pos:R:3:forces:R:3 method="wB97M-V/def2-TZVPD" orbital_gap_ha=0.2533 mol_weight_g_mol=200.1 energy_ha=-986.09932 e_above_lowest_kj_mol=193.91 total_charge=0
C -0.6970 0.7970 -3.8360 1.3 0.4 -2.2
C -0.9395 0.4861 -2.6038 -1.4 -0.5 2.1
C 2.1262 -0.0323 0.0157 -2.6 -2.2 3.8
C 1.8313 1.5295 1.9792 1.4 -2.6 2.0
C -2.4798 -0.9636 1.0794 0.6 -0.1 -2.3
C -0.3645 -1.9327 1.2203 3.0 -2.0 0.3
N 1.2922 0.5756 1.0524 -2.3 0.3 0.2
N -1.0071 -0.8546 1.1455 -0.6 3.7 -0.2
F -0.2583 -0.0226 -4.8140 -0.5 0.5 1.1
F -0.6897 2.0474 -4.2503 -0.2 0.0 -0.2
F -1.4297 1.4113 -1.7436 0.3 0.1 -0.9
P -0.4131 0.7198 0.9418 -0.1 1.0 0.0
H 1.6861 -1.1001 0.0554 1.7 1.4 -1.2
H 2.0033 0.4796 -0.8494 -0.3 1.1 -3.1
H 3.0839 0.1072 0.4139 1.9 -0.6 0.1
H 1.0849 1.9323 2.6361 -0.7 0.2 0.0
H 2.4748 0.8975 2.7181 -0.3 1.5 -1.1
H 2.3373 2.3318 1.5153 1.0 0.9 -0.4
H -2.6538 -1.7646 1.7285 -1.1 -0.9 1.1
H -3.0792 -0.0753 1.2535 0.6 0.2 0.4
H -2.6866 -1.2944 0.0390 -0.2 0.1 0.6
H -0.9579 -2.7686 1.2493 -0.8 -2.3 0.2
H -1.0020 -0.4952 -2.1773 0.4 -0.4 -0.2
H 0.7383 -2.0110 1.2311 -1.1 0.3 0.2

[2]
14
Properties=species:S:1:pos:R:3:forces:R:3 method="wB97M-V/def2-TZVPD" orbital_gap_ha=0.3543 mol_weight_g_mol=88.1 energy_ha=-307.58224 e_above_lowest_kj_mol=341.82 total_charge=0
O 0.6784 -1.3292 -1.2525 -0.2 -0.2 -0.2
C 0.7333 -0.6922 0.0050 0.0 -0.1 0.2
C 0.8930 0.7936 -0.1684 -0.5 -0.2 -0.8
C -0.9759 1.1549 -0.0727 2.9 -0.3 -1.5
O -1.5190 -0.1061 -0.0196 0.0 0.1 0.5
C -0.6179 -0.8842 0.7304 0.2 -0.3 0.1
H -0.1170 -0.9800 -1.6812 0.1 -0.2 -0.1
H 1.5278 -1.1710 0.5841 0.0 0.1 -0.1
H 1.3261 1.1072 -1.1099 0.1 -0.3 -0.2
H 1.5125 1.2329 0.6582 -1.1 0.0 -0.5
H -1.4643 1.7274 -0.8596 0.6 0.2 0.3
H -0.3686 1.5581 0.6965 -2.3 1.2 2.3
H -0.5975 -0.5048 1.7641 0.2 -0.2 -0.1
H -0.9462 -1.9228 0.7044 0.0 0.1 0.0

[3]
24
Properties=species:S:1:pos:R:3:forces:R:3 method="wB97M-V/def2-TZVPD" orbital_gap_ha=0.2881 mol_weight_g_mol=146.2 energy_ha=-496.51686 e_above_lowest_kj_mol=1419.52 total_charge=0
C 1.8491 0.7496 -0.2507 3.0 -2.0 2.7
C 0.4413 0.6784 0.3537 -1.7 4.2 -3.5
C 0.0902 2.2136 0.8182 -2.3 0.5 2.9
C -0.5066 0.6323 -0.9695 -0.6 -0.7 0.0
C -1.0463 -1.5384 -0.5807 1.1 -1.2 1.4
C -0.1613 -1.7970 0.7556 0.5 3.0 -1.4
H 2.2755 1.4740 0.6440 0.3 -1.6 -3.1
H 2.0261 1.0657 -1.5110 -0.6 -1.1 4.4
H 2.3345 -0.4776 0.1587 -0.9 3.8 -2.0
H -0.4307 2.8731 -0.2422 1.8 -2.0 3.8
H 0.9993 3.0439 1.5749 -2.6 -2.9 -2.7
H -0.8428 1.8479 1.7782 2.6 2.0 -3.2
H -1.5894 0.5046 -0.6181 1.5 1.6 -0.8
H -0.4234 1.4187 -1.8265 0.3 -1.0 2.0
H 0.2445 -1.9032 -2.7588 3.7 3.2 2.6
H -2.0347 -0.9950 -0.3179 1.5 -1.7 -0.5
H -1.1837 -2.5348 -1.0108 -0.5 0.0 -0.1
H -0.8080 -2.1423 1.5553 0.6 -1.1 -0.1
H 0.8519 -2.2735 0.5519 -1.8 0.0 0.3
H -1.8693 -0.5529 1.8355 4.2 2.3 1.9
N -0.3563 -0.6932 -1.5589 -6.8 2.5 2.6
N 0.2163 -0.4242 1.3309 -1.0 0.4 0.7
O 0.7990 -1.0861 -2.0074 0.6 -5.8 -4.8
O -0.8750 -0.0835 2.2955 -3.0 -2.5 -3.3

[4]
12
Properties=species:S:1:pos:R:3:forces:R:3 method="wB97M-V/def2-TZVPD" orbital_gap_ha="0.1680 / 0.2315" mol_weight_g_mol=167.2 energy_ha=-1209.53722 e_above_lowest_kj_mol=198.21 total_charge=-1
C -0.9331 0.0761 -0.3019 1.6 2.6 3.0
C 0.3130 0.8585 -0.6979 0.7 -1.4 -1.1
N -1.4053 -0.7052 -1.1899 -3.6 -0.4 4.0
N -0.8670 -0.8187 -2.2892 1.3 -1.8 -4.1
O -3.1380 -3.2939 -1.1197 1.6 0.0 -0.1
O -1.1438 -3.9967 -2.3668 1.2 -0.8 -2.5
O -1.0771 -3.9603 0.0579 0.2 0.7 -0.1
S 0.6132 0.0163 -2.3341 0.8 1.5 0.4
S -1.6870 -3.5066 -1.1740 -3.0 0.4 2.3
H -1.1948 0.3462 0.7799 -0.7 -1.2 -1.9
H 0.1919 1.9369 -0.7422 -0.1 0.2 -0.2
H 1.1739 0.6166 -0.0765 0.1 0.2 0.2

[5]
81
Properties=species:S:1:pos:R:3:forces:R:3 method="wB97M-V/def2-TZVPD" orbital_gap_ha=0.3249 mol_weight_g_mol=653.7 energy_ha=-4196.10692 total_charge=0
C -2.8831 -1.4079 1.8395 0.0 -0.5 0.0
O -2.4487 -0.2340 2.5307 -0.2 0.1 0.1
B -2.5158 0.9509 1.9177 0.1 -0.3 -0.2
O -3.0946 1.0960 0.6889 0.6 0.1 -0.1
C -1.8878 2.2354 2.6634 -1.0 0.5 0.2
C -0.7594 2.6912 1.8914 0.8 -0.1 0.0
N 0.1731 2.9758 1.2787 -0.3 0.1 0.0
C -2.9691 3.3822 2.6578 0.5 -0.1 0.2
C -4.2867 2.8987 3.0434 -0.8 -0.1 0.1
N -5.3380 2.5326 3.3411 0.6 0.1 -0.1
P -1.4104 1.8523 4.4223 1.1 -0.7 0.2
N 0.0503 1.4487 4.7788 -0.4 0.3 -0.6
H -2.7484 -2.2567 2.5008 0.1 0.0 0.1
H -3.9312 -1.3572 1.5554 -0.1 0.3 0.0
H -2.2556 -1.5680 0.9699 0.0 0.0 -0.1
H -2.7626 1.8704 0.2163 -0.4 0.0 -0.2
H -3.0166 3.8603 1.6822 -0.1 -0.1 -0.1
H -2.6746 4.1528 3.3700 0.0 0.1 0.0
H -2.3469 0.8664 4.7597 -0.3 0.3 0.1
H -1.8671 3.0084 5.0888 -0.3 0.0 0.0
H 0.6988 1.4419 3.9967 0.3 -0.1 0.2
C 5.5941 1.9528 2.1653 0.1 0.0 0.0
S 3.8300 2.2611 2.2405 0.0 0.3 0.0
O 3.1837 1.0018 2.7065 0.1 0.0 0.2
C 3.5749 2.3468 0.4687 0.0 0.1 -0.1
H 5.9474 1.8237 3.1865 0.0 0.0 0.0
H 5.7764 1.0433 1.5921 0.0 0.0 0.0
H 6.0849 2.8074 1.7010 0.0 0.0 0.0
H 3.9049 1.4107 0.0151 0.1 0.1 0.0
H 4.1426 3.1882 0.0717 0.1 0.0 0.0
H 2.5093 2.4938 0.3022 0.0 0.0 0.0
C -7.2779 2.3339 -1.2265 -0.1 0.1 -0.1
S -5.6096 1.6699 -1.2858 -0.1 -0.1 0.2
O -4.7684 2.6604 -2.0189 0.1 0.0 0.0
C -5.9713 0.3358 -2.4246 0.0 0.0 -0.1
H -7.2611 3.2157 -0.5901 0.0 0.0 0.0
H -7.5989 2.6072 -2.2318 0.0 0.0 0.0
H -7.9448 1.5862 -0.7984 0.0 0.0 0.0
H -6.3816 0.7445 -3.3494 0.0 0.1 0.0
H -6.6755 -0.3569 -1.9665 0.0 0.0 0.0
H -5.0434 -0.1907 -2.6300 0.0 0.0 0.1
C 6.8231 4.8678 -2.4998 0.0 0.0 -0.1
S 6.8517 5.4531 -0.8030 0.0 0.1 0.0
O 6.2058 4.3955 0.0220 -0.1 -0.1 0.0
C 5.6283 6.7478 -1.0231 0.0 0.1 0.0
H 7.4948 4.0150 -2.5658 0.0 0.0 0.0
H 5.8101 4.5637 -2.7623 0.0 0.0 0.0
H 7.1711 5.6614 -3.1606 0.0 0.0 0.0
H 4.6990 6.3115 -1.3886 0.0 0.0 0.0
H 6.0098 7.4885 -1.7254 0.0 0.0 0.0
H 5.4624 7.2126 -0.0540 0.0 0.0 0.0
C 1.4449 -0.3286 0.8414 -0.3 -0.2 0.0
S 1.0982 -2.0496 0.4562 0.2 0.2 -0.1
O 0.0268 -2.4943 1.3904 -0.2 -0.1 0.1
C 2.6390 -2.7049 1.0952 0.1 0.0 0.1
H 0.5741 0.2589 0.5553 0.0 0.0 -0.1
H 1.6301 -0.2184 1.9106 0.0 -0.1 -0.2
H 2.3101 0.0014 0.2672 -0.1 -0.1 0.1
H 2.7487 -2.4331 2.1450 -0.1 0.1 0.0
H 3.4721 -2.3161 0.5106 0.0 0.0 0.0
H 2.6145 -3.7862 0.9926 0.0 0.0 -0.1
C 1.6016 -6.6433 0.3826 -0.1 0.0 0.0
S 3.3435 -7.0244 0.6226 -0.1 0.0 0.1
O 4.1139 -6.1085 -0.2575 0.0 0.0 -0.1
C 3.2800 -8.6240 -0.1936 0.0 -0.1 -0.1
H 1.4092 -5.6536 0.7900 0.0 0.0 0.0
H 1.3725 -6.6560 -0.6829 0.0 0.0 0.0
H 0.9958 -7.3753 0.9160 0.0 0.0 0.0
H 2.9320 -8.4949 -1.2182 0.0 0.0 0.0
H 2.6137 -9.2851 0.3600 0.0 0.0 0.0
H 4.2870 -9.0351 -0.1941 0.0 0.0 0.0
C -3.7208 -1.8478 -5.0464 0.1 0.0 0.0
S -4.8782 -3.0998 -4.4787 0.0 0.0 -0.1
O -5.1994 -2.7801 -3.0636 0.0 0.0 0.1
C -3.6933 -4.4493 -4.4527 0.1 0.0 0.0
H -4.2521 -0.8992 -5.0891 0.0 0.0 0.0
H -2.8901 -1.7760 -4.3444 0.0 0.0 0.0
H -3.3628 -2.1111 -6.0415 0.0 0.0 0.0
H -2.8663 -4.1920 -3.7911 0.0 0.0 0.0
H -3.3350 -4.6350 -5.4651 0.0 0.0 0.0
H -4.2073 -5.3313 -4.0775 0.0 0.0 0.0

[6]
13
Properties=species:S:1:pos:R:3:forces:R:3 method="wB97M-V/def2-TZVPD" orbital_gap_ha=0.3730 mol_weight_g_mol=85.1 energy_ha=-286.53921 e_above_lowest_kj_mol=242.69 total_charge=0
C 2.2938 0.2791 0.7038 0.0 -0.5 -0.2
N 1.2464 -0.3021 -0.1110 -0.6 0.0 -0.7
C 0.0487 -0.0684 0.1223 0.4 -0.2 -0.5
C -1.2175 -0.8519 -0.0886 -0.2 0.0 -0.2
C -1.8747 0.4261 0.4447 -0.5 0.0 0.0
O -0.5749 1.0170 0.7099 0.1 0.0 0.2
H 2.1002 1.2789 1.1536 -0.1 -0.9 0.1
H 3.2707 0.2931 0.2122 -0.3 0.0 -0.2
H 2.2623 -0.6454 1.2992 1.2 1.1 1.5
H -1.3055 -1.7184 0.5779 0.1 0.2 -0.2
H -1.4174 -1.1564 -1.1141 -0.1 0.1 0.1
H -2.4232 0.9983 -0.3077 0.1 0.0 0.2
H -2.4464 0.3446 1.3698 0.0 0.0 -0.1